1.
DFT (the ωB97M-V functional and the def2-TZVPD basis) results for a molecular structure, C15H30BeNO18 in a non-equilibrium geometry.

Calculated values
Net charge   +1
ΔE to the lowest compared entry with this formula, charge and spin   138.67 kcal/mol
2S+1   1

XYZ file:
```
65
Properties=species:S:1:pos:R:3:forces:R:3
O 8.01534 35.37321 -18.46264 -2.29 -1.17 0.10
H 9.27178 26.98563 -19.04781 -0.42 -0.45 0.33
H 4.58084 36.32986 -20.66585 0.11 -0.06 0.01
O 9.68784 34.78347 -11.02967 1.10 -0.30 -0.26
H 18.92020 35.36967 -20.13057 -0.07 0.16 -0.03
O 11.72940 34.20312 -10.17975 0.32 -0.10 -3.21
O 6.98790 43.33602 -18.42917 -2.31 -0.49 -0.60
C 14.37690 36.99004 -20.45605 -0.59 0.82 -1.31
C 10.88293 34.59901 -11.18415 -2.02 0.24 3.24
O 15.48472 36.82881 -19.60650 -1.36 0.35 0.45
O 9.92498 29.43457 -16.17379 1.25 -0.78 0.81
O 16.83906 36.12161 -21.31250 -0.68 0.12 3.61
H 7.11253 41.90832 -17.04260 -0.23 -0.64 -0.02
H 10.94883 35.02895 -8.51962 -0.59 0.10 -0.11
H 18.07016 34.13216 -19.23369 0.25 -0.15 0.19
O 11.56509 34.82174 -12.24740 0.87 0.78 -2.49
H 8.02935 47.49558 -18.73450 -0.54 -0.46 0.17
H 1.03070 32.68171 -23.15694 0.06 0.13 0.15
C 9.87918 28.98601 -17.39991 -0.93 -1.69 -1.49
C 1.77997 32.64793 -22.36602 0.28 -0.29 -0.77
C 11.00374 35.67157 -13.29797 0.84 0.17 -0.24
H 12.06733 33.81505 -8.25068 0.13 -0.53 -0.35
H 13.58366 37.55559 -19.96716 0.30 -0.25 0.57
H 8.03417 41.50863 -18.49021 -0.07 0.13 -0.16
H 14.62385 37.59857 -21.32601 0.30 -0.12 -0.11
H 10.94440 36.72149 -13.01119 -0.19 -0.20 0.66
O 10.31582 27.66897 -17.43387 -0.20 2.59 2.64
O 9.39509 29.60065 -18.33750 0.59 -0.57 0.11
C 16.56856 36.27419 -20.09817 0.72 -0.24 -3.45
O 7.57083 45.46035 -18.44263 -0.97 -1.69 -0.45
O 3.96322 33.81927 -20.93837 -0.83 0.58 -0.62
H 9.40525 46.41637 -18.87556 -0.08 -0.30 -0.11
O 9.90515 34.81880 -19.18078 -0.73 0.69 0.31
H 3.41086 37.62742 -20.78165 -0.31 -0.12 0.26
H 2.71663 32.31505 -22.81319 0.03 -0.02 0.16
H 10.05519 35.38334 -13.75108 0.01 -0.51 0.59
O 2.61411 35.74563 -20.87991 0.06 -2.36 -1.23
H 8.39859 30.67095 -15.62618 -0.09 -0.25 0.14
O 9.53374 36.77371 -18.28302 1.10 0.06 -0.27
C 18.40275 35.16936 -19.19238 1.26 -1.09 -0.86
C 9.45793 30.72226 -15.87773 -1.38 1.39 -0.17
H 1.44001 31.92980 -21.61982 0.16 0.40 0.35
H 3.54324 36.60025 -19.27016 -0.08 0.35 -0.03
C 8.46554 46.57507 -18.34656 1.04 -0.98 0.85
H 9.94549 31.20067 -15.02831 0.47 -0.68 -0.10
H 13.96588 36.05378 -20.83365 0.23 -0.21 0.23
O 1.90750 33.99504 -21.90301 -0.98 -0.40 -0.35
N 9.14948 35.69187 -18.62794 1.56 0.10 -0.32
O 17.27349 35.95948 -19.03700 0.06 0.53 0.60
C 3.58117 36.63729 -20.35887 0.88 -0.68 0.01
H 10.86948 27.34322 -19.33382 0.60 -0.43 -0.06
Be 7.42423 32.17326 -20.51060 0.25 0.27 0.28
C 7.09009 41.91939 -18.13232 0.98 1.02 0.65
H 8.69935 46.62313 -17.28302 0.16 0.66 -0.06
H 10.42204 33.34673 -8.75703 0.04 -0.05 -0.44
H 19.11152 35.32540 -18.37912 -0.41 0.09 0.11
C 11.23618 34.05429 -8.91405 -0.47 0.74 2.56
O 9.14533 43.80142 -18.10079 -1.63 0.71 0.22
H 10.50378 25.83837 -18.39683 0.02 0.40 0.44
H 6.23608 41.39744 -18.56400 0.05 0.43 0.10
C 2.94322 34.41352 -21.25722 0.87 2.34 2.08
H 9.48556 31.41604 -16.71797 0.46 -0.25 -0.20
H 11.77412 35.67439 -14.06907 -0.05 -0.35 0.03
C 10.24507 26.88333 -18.56786 -0.50 0.89 -2.57
C 7.97702 44.14961 -18.26351 3.59 1.62 -0.58
```
Forces are in eV/Å.

2.
DFT (the ωB97M-V functional and the def2-TZVPD basis) results for a molecular structure, C15H30BrCaN5O3S in a non-equilibrium geometry.

Calculated values
Net charge   +2
ΔE to the lowest compared entry with this formula, charge and spin   21.47 kcal/mol
2S+1   1

XYZ file:
```
56
Properties=species:S:1:pos:R:3:forces:R:3
C 0.38611 -3.87580 -0.08522 -0.08 0.04 0.11
O -1.76089 1.03720 -0.03477 -1.06 1.31 -1.10
C 1.42770 3.05742 -0.23414 0.14 -0.55 0.24
C -2.13355 -3.34528 -0.02783 0.08 -0.04 -0.02
C -2.13039 0.80786 5.05763 0.03 -0.04 -0.08
H -0.62034 1.94396 -3.74485 -0.03 0.04 0.01
C 0.85572 -0.46827 -3.01205 0.00 0.08 0.05
C -0.08334 1.78699 -2.80525 0.11 0.06 0.39
H 1.07982 -4.65590 -0.39593 0.02 0.01 -0.02
C 0.64154 -3.49252 1.38099 -0.01 0.03 -0.09
H 3.39677 2.43471 -0.42616 0.05 0.03 -0.03
H -3.09305 -3.75221 -0.34815 -0.04 0.02 0.02
N -0.13499 0.39031 -2.36690 -0.04 -0.15 0.09
Ca -0.27341 -0.46278 0.37374 0.95 -0.96 -0.52
C -0.40624 0.58555 3.45680 -0.18 -0.06 -0.02
H -1.12065 -4.62138 -1.42438 -0.01 -0.02 0.00
H 2.57526 2.38825 -1.95839 0.02 0.06 0.02
H -3.04999 -0.85773 2.27793 -0.01 0.02 -0.01
H -0.14788 1.60261 5.33736 0.00 0.00 -0.03
H -0.28184 -3.55169 1.95813 -0.01 0.00 0.02
C -2.42797 -0.31306 2.97816 0.08 -0.06 0.00
H 0.95088 2.05744 -2.99948 -0.03 0.00 -0.10
H -3.43614 1.05066 6.44271 0.01 -0.01 -0.02
H -0.87041 3.71653 -2.18584 0.12 0.02 -0.11
N -1.87413 -2.02301 -0.66414 -0.26 -0.26 -0.05
O -0.68531 1.71677 0.40084 1.43 0.91 2.37
C -1.04103 -4.35161 -0.36761 0.05 0.09 -0.01
C 2.27317 -0.17556 -2.49836 -0.10 0.00 0.05
C -0.80945 1.05861 4.67879 0.04 0.05 0.10
H -2.19897 -3.19053 1.05105 0.01 0.03 0.01
H 2.77857 0.59343 -3.08075 0.00 -0.02 -0.02
N -0.02235 2.89441 -0.47811 -1.65 -0.63 -1.13
H -0.46310 3.69230 -0.02202 -0.12 -0.08 0.05
C -2.95660 0.11068 4.17342 -0.07 0.00 0.04
H 2.88813 -1.07113 -2.57025 0.03 0.01 -0.04
O -2.51397 1.26046 6.24500 -0.01 0.04 0.06
H 0.85912 -0.37084 -4.10292 0.00 -0.04 -0.03
H 2.08339 -2.05933 1.12600 0.00 0.00 0.00
H 0.59486 -1.50404 -2.78344 0.00 0.00 0.00
H 1.68104 4.08575 -0.50634 -0.22 0.04 -0.01
H -1.06814 0.02950 -2.52767 0.01 0.04 -0.08
H 1.33917 -4.19203 1.84016 0.03 0.00 0.02
H 1.51687 2.98188 0.84852 0.01 0.02 0.07
H -2.71511 -1.45394 -0.57830 -0.02 -0.03 -0.05
H -3.99129 -0.09382 4.41575 0.01 -0.01 -0.01
C 2.45662 2.16023 -0.90366 0.05 -0.17 -0.02
S 2.34246 0.34173 -0.75690 0.28 0.11 0.09
H -1.68305 2.32085 -1.48523 0.03 0.13 -0.11
N -1.15557 -0.10173 2.60096 -0.06 0.09 0.49
H -1.23954 -5.26607 0.19416 -0.01 -0.02 -0.01
H 1.23832 -1.86573 2.47419 -0.01 0.03 0.00
N 1.13179 -2.09121 1.48844 0.33 -0.68 0.21
C -0.70212 2.72218 -1.77285 -0.03 0.52 -0.87
Br 1.37871 0.94488 2.89307 0.10 -0.01 0.13
H 0.61160 -3.00794 -0.71941 0.04 -0.02 -0.03
H -1.78061 -2.18845 -1.66428 0.01 0.03 -0.02
```
Forces are in eV/Å.

3.
DFT (the ωB97M-V functional and the def2-TZVPD basis) results for 2 unconnected molecules or ions with the total composition C15H30ClFN2O2Si in a non-equilibrium geometry.

Calculated values
Net charge   +2
ΔE to the lowest compared entry with this formula, charge and spin   103.49 kcal/mol
2S+1   1

XYZ file:
```
52
Properties=species:S:1:pos:R:3:forces:R:3
H -1.78988 -2.10829 -3.40877 0.16 -0.16 0.26
H -4.47645 -1.21974 2.79051 0.19 -0.13 -0.09
C -5.23780 0.84198 0.36887 -0.11 0.18 0.06
N 2.09055 -0.24444 -0.06911 -1.43 -0.10 -0.81
H -1.91517 1.37401 2.57771 -0.10 0.09 0.06
H 4.56585 -2.18594 0.27992 -0.21 0.02 0.25
H -3.61908 -0.14332 -4.03000 0.29 0.06 -0.01
H 5.40269 -0.76896 2.81017 -0.16 0.20 -0.34
C 3.07607 0.44579 -0.95389 -1.46 -0.05 -0.74
Cl 6.87833 -1.07707 0.98802 -0.87 0.42 0.33
H 1.66945 -2.15138 0.69948 0.10 0.08 -0.25
H -5.18838 1.83766 -0.08407 -0.05 -0.21 0.07
H -3.56016 1.95923 2.95061 0.26 0.11 -0.03
Si -3.61454 0.36644 1.12412 0.04 -0.36 -0.56
H 2.70063 1.45827 -1.13601 -0.01 -0.29 -0.08
H -2.70691 2.59495 -3.36953 -0.15 0.06 0.24
C -3.28762 1.74234 -3.01773 0.16 -0.11 0.56
H -2.74763 -1.50608 2.44806 -0.17 -0.10 0.03
H -4.35598 1.88804 -3.21534 0.33 0.17 0.30
C -2.77861 0.43200 -3.60409 -0.07 -0.13 -1.48
H 3.68331 -2.15659 1.84517 0.16 0.09 -0.34
H 3.62139 1.46422 2.09157 -0.14 -0.32 0.09
O -2.44058 0.01213 -0.09610 0.21 0.21 0.98
C 3.23244 0.45039 1.92491 1.19 0.16 1.01
H 5.16582 -0.08479 -0.79670 -0.15 0.27 0.11
C -3.71781 -1.26635 1.99889 0.00 0.12 0.13
H 1.13469 -0.05391 1.78963 0.05 0.21 -0.24
C 4.38622 0.44794 -0.24008 1.58 0.03 0.85
C 3.77543 -1.68904 0.85407 1.52 -0.08 0.89
H 4.72396 1.46861 -0.00991 0.02 -0.36 -0.12
C 5.53538 -0.24987 1.85138 1.52 -0.37 0.13
H 3.12305 -0.12310 -1.88884 -0.18 0.24 0.15
H -2.45642 -2.28596 -1.77096 0.19 0.09 -0.14
C -1.77722 -1.68556 -2.39768 0.32 -1.00 -0.32
H -0.76271 -1.77613 -1.98559 -0.24 -0.33 -0.19
C -2.48182 0.45414 -1.32652 0.15 -2.18 -2.78
H -5.99680 0.86838 1.16294 0.09 -0.04 -0.16
N 4.25047 -0.26964 1.08874 -0.02 -0.07 -0.17
H 2.55603 -2.12239 -0.86793 -0.23 0.07 0.26
H -5.57081 0.12419 -0.39034 0.07 0.11 0.13
C -2.86221 1.70992 2.14196 -0.08 0.07 0.17
H 5.85134 0.78887 2.01638 -0.30 -0.29 -0.10
H 1.58780 1.49514 0.99023 -0.09 -0.33 0.04
O -3.08568 1.61196 -1.55041 -0.54 1.38 -0.59
C 2.47293 -1.67377 0.12872 -1.41 0.08 -0.83
C -2.18646 -0.28484 -2.47113 -0.28 1.81 3.29
H 3.17382 -0.08601 2.88215 0.04 0.28 -0.22
F 0.76877 -0.23521 -0.76771 1.55 0.24 0.76
H -3.98882 -2.06309 1.29592 0.02 0.14 0.16
H -2.05153 0.59752 -4.41270 -0.32 0.07 -0.03
H -2.68114 2.60299 1.53541 -0.07 -0.07 0.11
C 1.91179 0.47433 1.22560 -1.36 0.01 -0.78
```
Forces are in eV/Å.

4.
DFT (the ωB97M-V functional and the def2-TZVPD basis) results for 3 unconnected molecules or ions with the total composition C15H30ClNO14P4 in a non-equilibrium geometry.

Calculated values
SMILES string   NC1=C(CCCCl)C(=O)C(P(=O)(O)O)=C([PH2]=O)C1=O.COP(=O)(OC)OC.COP(=O)(OC)OC
2S+1   1

XYZ file:
```
65
Properties=species:S:1:pos:R:3:forces:R:3
O 4.00763 2.71832 -1.64439 -0.19 1.35 0.23
H 3.82766 0.88218 -2.53868 0.02 0.14 0.02
H 2.38041 -1.58840 1.87199 -0.03 0.80 -0.49
O -2.86410 -6.36541 -3.03008 -0.62 -0.56 0.64
H 6.62855 6.10927 -3.09506 -0.09 -0.13 0.05
P 3.87848 4.19453 -2.23436 -0.27 -0.29 -0.38
O 3.16417 4.29756 -3.52684 0.58 0.19 0.93
H 2.39459 2.04985 1.96322 -0.82 0.66 1.46
C 2.58799 6.23650 -1.26121 -0.37 0.61 -0.03
H 0.80907 1.98248 4.78545 1.02 -0.99 -1.10
C 5.65371 6.04883 -2.61111 0.09 0.55 -0.07
H 4.89638 6.43425 -3.29847 0.06 -0.05 -0.01
C 1.37049 1.43965 3.94299 -0.53 0.24 -0.96
C 0.76275 -0.40332 2.14639 -1.21 1.67 1.45
O -2.06805 -1.85409 -1.22706 -1.73 2.93 1.61
H 3.20803 7.03725 -0.85430 -0.02 -0.07 0.01
C 0.33892 0.50606 3.16617 0.08 -1.32 -1.75
H -6.01620 -7.70532 -0.24765 0.09 0.02 -0.05
P -3.11609 -7.00280 -1.58470 0.14 -0.24 0.20
H 5.47635 1.34577 -2.06746 -0.07 0.10 0.00
Cl 0.85222 5.20342 3.27344 -0.24 -1.46 -0.50
C 0.83033 3.57084 2.38135 0.72 -0.30 -1.36
N 2.14325 -0.59291 1.70173 -1.88 -0.76 1.18
C 1.94877 2.55272 2.90305 0.05 -0.20 0.10
H -0.79448 -6.57027 -2.78831 -0.13 -0.05 -0.02
C -0.39780 -1.24948 1.41158 0.46 -1.89 -0.67
P -3.68740 1.63571 1.98995 -1.96 2.65 4.99
H -5.47964 -9.25175 -0.93788 0.09 0.10 -0.01
H -1.26150 -5.44230 -0.43777 -0.07 -0.04 0.10
O -3.33019 3.06196 1.09172 -0.41 -2.51 1.15
O -4.02179 2.08881 3.42989 1.12 -1.29 -4.07
O 3.21658 4.98674 -1.01224 0.34 -0.90 -0.36
O -2.10056 -7.97975 -1.12875 -0.56 0.82 -0.32
C -2.17340 0.51296 2.14187 1.45 -2.24 -2.69
P -2.66924 -0.60406 -0.51671 3.37 -4.02 -2.35
H 2.83238 3.09622 3.39727 -1.50 -0.58 -0.70
H 1.62221 6.24695 -0.75415 0.10 -0.06 -0.01
O -3.32027 -5.73897 -0.62320 -0.49 -0.97 -0.19
H 5.67221 6.65994 -1.70510 -0.01 -0.01 -0.07
O 5.39994 4.69833 -2.25869 -0.42 -0.71 -0.01
H -4.08919 -0.71376 -0.39062 0.62 0.61 0.38
H 4.72327 2.07574 -3.50390 -0.07 0.00 0.07
H 2.42554 6.41461 -2.32624 0.01 -0.15 0.05
H -4.43147 -8.37741 0.20043 -0.01 -0.01 -0.10
H -0.21668 3.10843 2.35212 1.44 0.84 0.49
C -1.74893 -0.40293 1.11913 -0.75 2.36 3.09
C -1.24210 0.57614 3.46959 -0.26 0.24 2.27
H 1.07537 3.84250 1.28643 -0.36 -0.34 1.84
H -5.34816 1.22069 0.52274 0.13 -0.23 0.65
C -1.53142 -6.09222 -3.43697 0.61 0.16 -0.30
H 2.25833 0.82036 4.32784 -1.46 0.88 -0.33
O -1.71077 0.63578 4.62965 1.87 -0.12 -4.53
H -3.27750 3.76854 1.78797 -0.21 -0.89 -0.58
H -1.39476 -6.46306 -4.45382 -0.09 -0.01 0.08
H -2.20040 -4.08415 -1.11723 0.03 -0.06 0.16
C 4.53882 1.70887 -2.49216 0.28 -0.60 -0.37
C -5.15156 -8.26278 -0.61243 -0.33 -0.31 0.48
C -2.20402 -4.89109 -0.38278 0.53 0.46 -0.11
H -2.29791 -4.45784 0.61285 -0.07 -0.09 -0.09
O -5.06185 0.84417 1.38561 2.73 1.57 -0.79
O -4.59741 -7.57867 -1.72637 0.92 0.74 -0.44
H -1.36883 -5.01289 -3.43041 -0.05 -0.04 0.02
H -2.27260 0.52274 -1.34173 -0.83 -0.07 1.04
O -0.28881 -2.45042 1.09667 -0.22 4.25 1.18
H 2.81071 0.00038 2.20977 -0.62 -0.39 -0.14
```
Forces are in eV/Å.

Number 1: E_tot -54766.6415 eV. Number 2: E_tot -128936.6487 eV. Number 3: E_tot -46215.9787 eV. Number 4: E_tot -95876.2864 eV.